Record 1
The following is a quantum chemistry calculation of a 2-piece molecular cluster, C29H27F3N2OS overall at a distorted geometry, from OMol25.

Each line ends with the Mulliken charge.
Element x y z (Å)
C (1.3320, 5.3484, 3.5692)  -1.5262
C (0.6418, 4.0146, 3.5180)  0.7268
C (-0.7495, 3.9518, 3.4081)  -0.9009
C (-1.4196, 2.7253, 3.3936)  1.4771
C (-2.9073, 2.6919, 3.2685)  -1.8386
C (-0.6644, 1.5539, 3.4886)  -0.2634
N (-1.3144, 0.2841, 3.5297)  0.6811
C (-2.0093, -0.3059, 2.5090)  0.0124
C (-1.9390, 0.1782, 1.1312)  0.6107
C (-2.9997, -0.2513, 0.2252)  -1.1998
C (-2.8582, -0.2232, -1.1221)  -0.2669
C (-3.8176, -0.8727, -1.9951)  0.9207
C (-3.5136, -1.2458, -3.3239)  -0.0458
C (-4.4373, -1.9574, -4.1036)  -0.7025
C (-5.6819, -2.3305, -3.5739)  -0.3461
C (-6.0059, -1.9573, -2.2623)  -0.6495
C (-5.0977, -1.2302, -1.4929)  -0.4593
O (-0.9966, 0.9212, 0.7817)  -0.5234
N (-2.3819, -1.5316, 2.9369)  0.1819
C (-3.1037, -2.5570, 2.2055)  -0.8769
C (-1.9909, -1.6901, 4.2582)  -0.7779
C (-1.3162, -0.5858, 4.6169)  -0.4490
C (0.7274, 1.5835, 3.5631)  0.9090
C (1.5137, 0.3155, 3.5684)  -1.5068
C (1.3712, 2.8256, 3.5756)  -1.1785
H (2.3907, 5.2325, 3.8143)  0.3776
H (1.2712, 5.8726, 2.6082)  0.3176
H (0.8793, 6.0056, 4.3202)  0.3791
H (-1.3299, 4.8742, 3.3226)  0.4491
H (-3.3500, 1.8371, 3.7882)  0.3317
H (-3.3306, 3.6047, 3.7043)  0.5443
H (-3.2248, 2.6603, 2.2181)  0.2790
H (-3.9280, -0.5648, 0.7136)  0.3703
H (-1.9972, 0.4000, -1.5321)  0.4572
H (-2.5445, -0.9663, -3.7374)  0.2224
H (-4.1966, -2.2252, -5.1354)  0.3733
H (-6.4017, -2.8968, -4.1643)  0.3718
H (-6.9730, -2.2168, -1.8267)  0.3475
H (-5.3897, -0.9092, -0.4896)  0.3207
H (-2.9177, -3.5125, 2.7065)  0.3147
H (-4.1880, -2.3752, 2.2141)  0.3230
H (-2.7681, -2.6324, 1.1644)  0.4256
H (-2.2062, -2.5925, 4.8010)  0.4490
H (-0.8144, -0.3609, 5.5359)  0.5725
H (2.5750, 0.5552, 3.4451)  0.4300
H (1.4123, -0.2460, 4.5052)  0.3252
H (1.2261, -0.3417, 2.7379)  0.2886
H (2.4634, 2.8587, 3.6207)  0.3129
F (3.4922, 3.1954, -1.3312)  -0.2714
C (2.5050, 4.0512, -1.7327)  0.8963
F (1.9672, 4.6065, -0.5940)  -0.2388
F (3.0979, 5.0617, -2.4308)  -0.2858
C (1.4465, 3.3375, -2.5368)  0.2941
C (0.8667, 3.9837, -3.6271)  -0.8104
C (-0.0724, 3.2815, -4.4010)  -0.3955
C (-0.4837, 2.0069, -4.0395)  -0.6125
C (0.0345, 1.4015, -2.8692)  0.6910
S (-0.4775, -0.1307, -2.4191)  -0.5457
C (1.0736, 2.0604, -2.1615)  -0.7411
H (1.1600, 4.9964, -3.8775)  0.3953
H (-0.4755, 3.7637, -5.2966)  0.3504
H (-1.1892, 1.4319, -4.6411)  0.3356
H (1.5729, 1.5430, -1.3464)  0.3471

The value obtained for the energy relative to the best compared isomer or geometry (same formula, charge and spin) is 184.2 kJ/mol. Its HOMO energy is -5.5 eV. The calculation puts the largest force on an atom at 3.83 eV Å⁻¹. The calculation puts the HOMO-LUMO gap at 4.3 eV.

***

Record 2
The following is a quantum chemistry calculation of one molecule with the formula C5H5N3O at a distorted geometry, from OMol25.

Each line ends with the Mulliken charge.
Element x y z (Å)
C (3.2557, 0.1696, -0.1747)  0.1526
C (1.9824, 0.1050, 0.3614)  -0.2565
C (-0.2115, -0.4083, -0.1258)  0.5163
C (-2.5265, -0.2648, -0.2408)  -0.3084
C (-2.0242, 0.9953, -0.1976)  -0.2220
H (2.1800, 0.1196, 1.4661)  0.2401
H (1.5466, 1.0711, 0.1887)  0.3092
H (-1.3535, -2.0877, -0.1584)  0.2090
H (-3.5359, -0.6415, -0.1465)  0.3517
H (-2.5643, 1.9241, -0.1570)  0.3995
N (4.3160, 0.0177, -0.5126)  -0.3813
N (0.9504, -0.8962, -0.0523)  -0.5953
N (-1.3943, -1.0821, -0.1198)  -0.0807
O (-0.6208, 0.9784, -0.1309)  -0.3343

The value obtained for the energy relative to the best compared isomer or geometry (same formula, charge and spin) is 185.8 kJ/mol. Its HOMO energy is -8.6 eV. The calculation puts the largest force on an atom at 3.99 eV Å⁻¹. Its SMILES is N#CC/N=c1/[nH]cco1. The calculation puts the HOMO-LUMO gap at 9.2 eV.

***

| no. | LUMO level (eV) |
| --- | --- |
| 1 | -1.3 |
| 2 | 0.6 |